Entry from OMol25: one molecule with the formula C5H8N2 (ωB97M-V with the def2-TZVPD basis set).

Last column: Mulliken charge in e.
CARTESIAN COORDINATES (ANGSTROEM)
C: -1.93 0.19 1.00  -0.8830
N: -0.99 -0.54 0.13  0.0190
C: -0.84 0.21 -1.04  -0.4894
C: 0.46 0.49 -1.26  -0.6476
C: 1.21 -0.15 -0.21  1.1308
N: 2.60 -0.08 -0.08  -0.5550
C: 0.31 -0.77 0.61  -1.0760
H: -2.71 0.64 0.36  0.3217
H: -2.42 -0.42 1.75  0.2840
H: -1.39 1.01 1.48  0.3147
H: -1.72 0.50 -1.59  0.4129
H: 0.86 1.14 -2.03  0.3523
H: 3.06 0.07 -0.97  0.2450
H: 3.02 -0.87 0.39  0.2389
H: 0.48 -1.43 1.45  0.3318

Summary:
HOMO level in eV: -7.682
SMILES: Cn1ccc(N)c1
Lowest unoccupied orbital energy in eV: 1.150
Spin multiplicity: 1
Energy relative to the best compared isomer or geometry (same formula, charge and spin) in eV: 1.0113
Kohn-Sham gap in Ha: 0.325